# 1
Entry from the OMol25 dataset: a 10-piece molecular cluster, C38H70N2O12 overall in a non-equilibrium geometry (ωB97M-V with the def2-TZVPD basis set).

Calculated values
F_max = 0.06122 hartree/bohr
Lowest unoccupied orbital energy = 0.53 eV
HOMO-LUMO gap = 8.63 eV

Structure (ORCA input):
```
! wB97M-V def2-TZVPD RIJCOSX def2/J DEFGRID3
* xyz 0 1
C -2.35 3.87 1.48
C -2.37 3.69 2.90
C -1.18 4.15 3.40
N -0.44 4.59 2.32
C -1.16 4.43 1.18
H -3.17 3.71 0.82
H -3.21 3.28 3.47
H -0.72 4.24 4.38
H 0.50 4.96 2.34
H -0.75 4.80 0.26
C 2.56 5.26 1.34
C 2.84 5.39 2.71
C 2.98 4.12 3.29
N 2.74 3.26 2.20
C 2.52 3.93 1.02
H 2.42 6.04 0.59
H 2.84 6.32 3.29
H 3.10 3.89 4.34
H 2.81 2.24 2.17
H 2.28 3.47 0.04
C 0.96 -7.75 4.16
O 0.36 -6.47 3.87
C 1.30 -5.57 3.67
O 2.47 -5.78 3.73
O 0.67 -4.42 3.48
C 1.65 -3.37 3.56
H 1.60 -8.10 3.37
H 0.12 -8.44 4.24
H 1.52 -7.77 5.06
H 2.36 -3.50 2.76
H 2.13 -3.30 4.52
H 1.13 -2.47 3.34
C -4.48 1.13 -0.28
O -4.99 0.80 -1.58
C -5.89 -0.17 -1.71
O -6.61 -0.53 -0.82
O -5.83 -0.53 -2.99
C -6.91 -1.47 -3.44
H -5.01 1.98 0.14
H -3.41 1.28 -0.43
H -4.71 0.27 0.31
H -6.98 -2.24 -2.66
H -6.47 -1.85 -4.33
H -7.80 -0.88 -3.52
C 6.00 1.71 -2.24
C 6.37 0.44 -2.87
C 6.58 -0.47 -1.66
O 5.74 0.00 -0.59
C 5.22 1.29 -1.01
H 5.30 2.30 -2.90
H 6.93 2.26 -2.07
H 7.20 0.52 -3.59
H 5.55 0.00 -3.45
H 7.64 -0.42 -1.35
H 6.42 -1.53 -1.88
H 5.28 2.03 -0.19
H 4.19 1.25 -1.36
C -2.33 -1.87 -2.03
C -3.02 -2.34 -0.75
C -3.42 -3.72 -1.10
O -2.36 -4.20 -1.93
C -1.68 -3.13 -2.51
H -1.62 -1.03 -1.90
H -3.14 -1.49 -2.70
H -3.87 -1.67 -0.52
H -2.35 -2.37 0.13
H -4.37 -3.66 -1.66
H -3.52 -4.42 -0.27
H -1.74 -3.14 -3.62
H -0.60 -3.12 -2.25
C -3.16 -0.84 4.55
C -4.59 -0.37 5.05
C -4.99 0.68 4.02
O -4.40 0.22 2.85
C -3.10 -0.26 3.14
H -3.07 -1.92 4.71
H -2.42 -0.44 5.24
H -4.63 -0.06 6.10
H -5.20 -1.24 4.95
H -4.60 1.69 4.27
H -6.07 0.67 3.88
H -2.40 0.55 2.97
H -2.85 -1.00 2.36
C 2.71 -3.03 -2.92
C 1.57 -2.63 -3.90
C 1.29 -1.14 -3.59
O 2.34 -0.71 -2.70
C 3.38 -1.66 -2.75
H 3.49 -3.72 -3.29
H 2.34 -3.45 -1.97
H 0.69 -3.24 -3.81
H 1.94 -2.79 -4.91
H 0.37 -1.05 -3.04
H 1.20 -0.45 -4.44
H 3.91 -1.61 -1.86
H 4.05 -1.56 -3.59
C 1.05 2.66 -4.25
C -0.27 2.50 -3.52
C 0.04 3.27 -2.23
O 1.43 3.05 -2.03
C 2.10 2.67 -3.22
H 1.03 3.67 -4.73
H 1.14 1.95 -5.02
H -0.48 1.45 -3.36
H -1.09 2.93 -4.14
H -0.50 2.96 -1.35
H -0.12 4.34 -2.48
H 2.50 1.69 -3.08
H 2.91 3.44 -3.38
C 0.56 -0.44 -0.07
C -0.34 -0.08 1.09
C 0.38 1.09 1.76
O 1.79 0.81 1.57
C 1.93 0.19 0.31
H 0.21 0.05 -1.02
H 0.70 -1.48 -0.39
H -0.49 -0.97 1.69
H -1.33 0.19 0.73
H 0.18 1.12 2.81
H 0.14 2.09 1.31
H 2.78 -0.52 0.32
H 2.12 1.03 -0.38
*
```

Mulliken population analysis, charges in e, atoms 1 to 4: -0.474 -0.345 -0.731 0.173

=====

# 2
Entry from the OMol25 dataset: a 6-piece molecular cluster, C38H70N8O9 overall in a non-equilibrium geometry (ωB97M-V with the def2-TZVPD basis set).

Calculated values
F_max = 0.04236 hartree/bohr
Lowest unoccupied orbital energy = 0.29 eV
HOMO-LUMO gap = 7.79 eV

Structure (ORCA input):
```
! wB97M-V def2-TZVPD RIJCOSX def2/J DEFGRID3
* xyz 0 1
O -2.01 2.64 -0.60
C -1.39 1.84 -1.20
N -0.74 1.00 -1.83
C 0.71 1.40 -1.89
C 0.80 2.56 -2.91
O 0.74 3.73 -2.70
N 0.93 1.89 -4.18
C 1.10 0.42 -4.00
C 2.14 0.02 -5.05
C 1.85 -1.36 -5.62
O 1.11 -2.16 -5.13
O 2.46 -1.70 -6.83
C 1.56 0.27 -2.51
C 1.45 -1.11 -1.87
C 2.65 -1.46 -0.96
C 2.47 -0.68 0.39
C 3.85 -0.46 1.03
C 3.96 0.79 1.97
C 2.63 1.48 2.32
C 2.94 2.80 3.12
C 2.71 4.03 2.22
C 1.22 4.30 1.84
C 0.19 3.64 2.80
C -1.21 4.30 2.73
C -2.40 3.31 2.74
N -2.06 2.10 3.47
C -1.78 0.92 2.89
C -1.46 0.01 3.85
C -1.57 0.70 5.10
C -1.95 1.97 4.80
H 1.01 1.76 -0.90
H 0.00 2.06 -4.58
H 0.12 -0.07 -4.01
H 3.17 0.12 -4.69
H 2.03 0.73 -5.89
H 2.33 -1.02 -7.49
H 2.57 0.71 -2.41
H 1.28 -1.87 -2.64
H 0.56 -1.14 -1.24
H 3.60 -1.19 -1.41
H 2.64 -2.54 -0.77
H 1.78 -1.26 1.02
H 1.96 0.24 0.11
H 4.08 -1.35 1.63
H 4.66 -0.39 0.30
H 4.38 0.43 2.92
H 4.70 1.50 1.58
H 2.15 1.82 1.40
H 1.97 0.86 2.94
H 2.42 2.84 4.07
H 4.02 2.78 3.33
H 3.20 4.91 2.64
H 3.24 3.82 1.28
H 0.99 5.35 1.67
H 1.06 3.79 0.88
H 0.55 3.74 3.83
H 0.19 2.58 2.56
H -1.22 4.96 1.86
H -1.28 4.97 3.60
H -2.69 3.09 1.71
H -3.24 3.82 3.18
H -1.79 0.69 1.83
H -1.17 -1.01 3.70
H -1.37 0.28 6.08
H -2.13 2.73 5.54
C -7.42 1.43 1.56
N -6.23 2.21 1.84
C -6.00 3.52 1.58
C -7.09 4.31 0.91
O -4.92 4.02 1.88
H -7.81 1.03 2.50
H -7.15 0.59 0.91
H -8.18 2.03 1.08
H -5.45 1.75 2.29
H -6.74 5.34 0.77
H -7.33 3.89 -0.07
H -7.98 4.33 1.53
C 2.03 -3.31 7.20
N 1.10 -2.21 7.05
C -0.02 -1.95 7.77
C -0.38 -2.91 8.89
O -0.71 -0.98 7.51
H 3.03 -2.91 7.40
H 2.07 -3.88 6.27
H 1.74 -3.97 8.01
H 1.27 -1.54 6.32
H -1.29 -2.56 9.37
H -0.54 -3.91 8.49
H 0.42 -2.93 9.63
C -12.85 2.50 -0.54
N -11.53 2.96 -0.17
C -11.01 3.12 1.07
C -11.89 2.78 2.25
O -9.86 3.53 1.21
H -12.76 1.61 -1.16
H -13.35 3.27 -1.13
H -13.45 2.27 0.33
H -10.89 3.21 -0.91
H -11.34 2.96 3.16
H -12.78 3.41 2.25
H -12.18 1.73 2.21
C 2.80 -7.05 -4.83
N 4.04 -6.34 -4.58
C 4.35 -5.05 -4.89
C 3.29 -4.22 -5.57
O 5.45 -4.61 -4.60
H 2.39 -7.40 -3.88
H 3.00 -7.92 -5.46
H 2.07 -6.42 -5.32
H 4.79 -6.84 -4.12
H 3.67 -3.23 -5.76
H 3.03 -4.68 -6.53
H 2.41 -4.15 -4.94
C 9.57 -2.95 -6.70
N 9.68 -4.30 -7.22
C 9.17 -5.45 -6.70
C 8.37 -5.34 -5.42
O 9.35 -6.51 -7.26
H 9.08 -2.32 -7.44
H 10.57 -2.56 -6.50
H 8.99 -2.92 -5.78
H 10.20 -4.44 -8.07
H 8.03 -6.33 -5.13
H 9.00 -4.94 -4.62
H 7.50 -4.70 -5.56
*
```

Mulliken population analysis, charges in e, atoms 1 to 4: -0.486 0.720 -0.777 1.787

=====

# 3
Entry from the OMol25 dataset: a 7-piece molecular cluster, C38H71BF4N7O3Si overall (ωB97M-V with the def2-TZVPD basis set).

Calculated values
F_max = 0.01628 hartree/bohr
Lowest unoccupied orbital energy = 1.49 eV
HOMO-LUMO gap = 4.94 eV

Structure (ORCA input):
```
! wB97M-V def2-TZVPD RIJCOSX def2/J DEFGRID3
* xyz -1 1
C 4.98 2.59 3.22
C 5.13 1.83 1.91
C 4.34 0.51 1.91
N 3.41 0.44 0.78
C 2.44 -0.64 0.90
O 3.02 -1.86 1.27
B 2.28 -2.37 2.49
Si 3.46 -3.47 3.69
C 5.28 -2.90 3.69
C 3.52 -5.23 2.94
C 2.84 -3.70 5.48
O 1.65 -1.15 3.03
C 1.28 -0.37 1.93
C -0.04 -0.85 1.32
C -0.50 -0.12 0.07
F -1.49 0.84 0.40
C 1.19 1.09 2.34
C 0.53 1.29 3.68
O -0.86 0.92 3.65
C -1.39 0.48 4.85
C -1.88 1.62 5.72
F -2.35 1.14 6.90
F -0.92 2.52 6.01
F -2.90 2.30 5.15
H 5.46 2.08 4.04
H 5.44 3.58 3.13
H 3.93 2.76 3.45
H 6.18 1.60 1.78
H 4.79 2.45 1.09
H 5.02 -0.34 1.94
H 3.77 0.45 2.83
H 3.97 0.25 -0.04
H 2.06 -0.78 -0.12
H 1.41 -3.17 2.06
H 5.44 -2.02 4.32
H 5.55 -2.69 2.66
H 5.94 -3.71 4.02
H 2.72 -5.83 3.35
H 3.37 -5.12 1.86
H 4.48 -5.72 3.08
H 2.07 -4.47 5.47
H 3.64 -4.07 6.11
H 2.44 -2.79 5.91
H -0.84 -0.78 2.05
H 0.07 -1.90 1.07
H 0.31 0.39 -0.45
H -0.98 -0.81 -0.62
H 2.17 1.53 2.44
H 0.65 1.69 1.61
H 1.07 0.74 4.45
H 0.58 2.36 3.93
H -2.27 -0.12 4.63
H -0.72 -0.13 5.44
C 5.71 0.97 -5.29
C 4.25 1.16 -4.86
C 4.11 1.72 -3.45
C 4.70 0.83 -2.47
N 5.16 0.10 -1.71
H 6.21 0.25 -4.64
H 5.77 0.59 -6.31
H 6.26 1.91 -5.24
H 3.73 0.21 -4.92
H 3.76 1.84 -5.56
H 3.06 1.85 -3.20
H 4.60 2.69 -3.36
C -1.62 3.28 -4.22
C -2.12 1.85 -4.42
C -1.58 0.89 -3.36
C -0.12 0.82 -3.40
N 1.03 0.78 -3.44
H -0.54 3.34 -4.32
H -2.05 3.94 -4.98
H -1.90 3.66 -3.24
H -1.84 1.50 -5.41
H -3.21 1.84 -4.37
H -1.97 -0.12 -3.52
H -1.87 1.20 -2.36
C -4.76 0.66 0.63
C -5.85 1.68 0.95
C -6.10 2.70 -0.18
C -4.93 3.50 -0.47
N -4.01 4.16 -0.71
H -3.79 1.12 0.49
H -4.67 -0.05 1.46
H -5.01 0.10 -0.27
H -5.59 2.22 1.86
H -6.79 1.16 1.14
H -6.91 3.38 0.10
H -6.40 2.17 -1.09
C -5.36 -1.31 6.10
C -5.86 -1.64 4.70
C -6.04 -3.14 4.46
C -4.79 -3.88 4.62
N -3.80 -4.45 4.75
H -4.37 -1.73 6.27
H -5.29 -0.24 6.25
H -6.03 -1.71 6.87
H -5.17 -1.23 3.96
H -6.83 -1.15 4.54
H -6.41 -3.33 3.45
H -6.76 -3.55 5.17
C -10.05 3.00 -3.06
C -10.52 1.56 -3.24
C -9.89 0.60 -2.22
C -8.44 0.57 -2.35
N -7.29 0.57 -2.45
H -8.97 3.08 -3.22
H -10.54 3.65 -3.78
H -10.28 3.36 -2.06
H -10.29 1.22 -4.25
H -11.60 1.51 -3.13
H -10.26 -0.42 -2.37
H -10.14 0.90 -1.20
C 7.60 -2.46 -6.30
C 8.29 -2.64 -7.65
C 9.17 -1.44 -8.03
C 8.38 -0.21 -8.14
N 7.74 0.73 -8.22
H 6.93 -1.60 -6.31
H 7.02 -3.34 -6.05
H 8.33 -2.30 -5.50
H 7.54 -2.80 -8.42
H 8.92 -3.53 -7.62
H 9.66 -1.61 -8.99
H 9.95 -1.28 -7.28
*
```

Mulliken population analysis, charges in e, atoms 1 to 4: -1.313 -0.675 -0.437 0.143

=====

# 4
Entry from the OMol25 dataset: a 4-piece molecular cluster, C38H71N3O9 overall in a non-equilibrium geometry (ωB97M-V with the def2-TZVPD basis set).

Calculated values
Energy relative to the best compared isomer or geometry (same formula, charge and spin) = 0.000 eV
F_max = 0.09329 hartree/bohr
Lowest unoccupied orbital energy = -1.36 eV
HOMO-LUMO gap = 7.32 eV

Structure (ORCA input):
```
! wB97M-V def2-TZVPD RIJCOSX def2/J DEFGRID3
* xyz 0 1
C 0.52 1.91 4.00
O 1.48 2.78 3.33
C 2.70 2.89 4.10
C 3.40 1.49 4.45
C 3.72 0.76 3.04
C 4.67 -0.53 3.23
C 6.24 -0.23 3.14
C 6.65 0.70 1.89
C 6.86 2.25 2.25
C 6.43 3.26 1.04
C 7.21 2.91 -0.31
C 6.61 3.58 -1.63
C 7.42 4.74 -2.31
C 6.93 5.43 -3.64
C 5.62 5.00 -4.35
C 4.80 3.87 -3.66
C 5.30 3.17 -2.33
C 4.37 2.01 -1.76
O 4.33 1.63 -0.56
C 3.35 1.27 -2.77
C 2.90 1.89 -3.97
C 3.43 3.36 -4.34
O 2.75 4.08 -5.13
H -0.57 2.18 3.79
H 0.67 1.84 5.13
H 0.65 0.83 3.60
H 3.46 3.50 3.48
H 2.55 3.44 5.10
H 4.42 1.71 4.93
H 2.77 0.80 5.12
H 2.71 0.37 2.64
H 4.11 1.53 2.28
H 4.36 -1.01 4.24
H 4.39 -1.29 2.42
H 6.67 0.14 4.15
H 6.75 -1.25 2.96
H 7.66 0.33 1.47
H 5.88 0.50 1.07
H 8.00 2.41 2.36
H 6.41 2.57 3.25
H 5.30 3.37 0.93
H 6.82 4.30 1.38
H 8.28 3.34 -0.19
H 7.36 1.79 -0.50
H 8.42 5.14 -1.89
H 7.53 6.27 -4.15
H 5.24 5.45 -5.33
H 2.98 0.23 -2.44
H 2.15 1.30 -4.60
C 0.07 2.10 0.14
O -1.13 1.54 0.65
C -2.28 1.79 -0.16
C -2.70 0.54 -0.94
N -1.76 0.21 -2.00
C -1.88 -1.14 -2.55
C -1.81 -2.34 -1.58
O -0.52 -2.59 -1.03
C -0.15 -1.71 0.02
H 0.81 2.09 0.94
H 0.47 1.50 -0.68
H -0.08 3.13 -0.19
H -2.14 2.65 -0.82
H -3.09 2.04 0.53
H -3.69 0.70 -1.38
H -2.79 -0.28 -0.21
H -0.81 0.32 -1.65
H -1.08 -1.26 -3.28
H -2.82 -1.20 -3.11
H -2.05 -3.23 -2.17
H -2.57 -2.29 -0.79
H -0.99 -1.46 0.67
H 0.31 -0.81 -0.40
H 0.62 -2.21 0.62
C -6.01 -2.58 -3.65
O -6.95 -1.94 -4.50
C -6.50 -0.69 -5.03
C -6.13 -0.81 -6.51
N -4.90 -1.57 -6.70
C -4.66 -2.04 -8.07
C -5.75 -2.87 -8.76
O -5.91 -4.19 -8.25
C -6.62 -4.27 -7.03
H -6.53 -3.35 -3.09
H -5.22 -3.06 -4.24
H -5.56 -1.87 -2.94
H -5.69 -0.26 -4.44
H -7.35 0.00 -4.95
H -5.99 0.19 -6.93
H -6.98 -1.27 -7.02
H -4.91 -2.39 -6.09
H -3.75 -2.64 -8.03
H -4.43 -1.16 -8.69
H -5.43 -3.00 -9.80
H -6.71 -2.36 -8.82
H -7.45 -3.56 -6.98
H -5.94 -4.14 -6.19
H -7.04 -5.28 -6.95
C -3.47 -2.71 8.24
O -2.81 -3.58 7.34
C -3.59 -3.93 6.19
C -3.10 -3.20 4.94
N -3.41 -1.77 4.99
C -2.68 -0.94 4.02
C -1.14 -1.01 4.01
O -0.51 -0.40 5.14
C -0.54 -1.18 6.32
H -2.93 -2.73 9.19
H -3.47 -1.68 7.88
H -4.50 -3.03 8.43
H -4.66 -3.77 6.36
H -3.44 -5.00 6.04
H -3.57 -3.64 4.06
H -2.02 -3.37 4.87
H -3.21 -1.42 5.91
H -2.96 0.09 4.22
H -3.04 -1.18 3.02
H -0.80 -0.42 3.15
H -0.75 -2.02 3.85
H -0.41 -2.25 6.12
H -1.46 -1.00 6.87
H 0.28 -0.86 6.97
*
```

Mulliken population analysis, charges in e, atoms 1 to 4: -0.147 -0.411 -0.542 -0.615

=====

F_max of number 4 (C38H71N3O9)?
0.09329 hartree/bohr

=====

Among the records above, which one has the lowest F_max?
C38H71BF4N7O3Si

=====

What is the lowest unoccupied orbital energy in the fourth record?
-1.36 eV

=====

Which of these has the lowest HOMO-LUMO gap?
C38H71BF4N7O3Si